Record 1
Density functional theory data (ωB97M-V/def2-TZVPD) for a cluster of 2 separate species, C4H10O in total.

```
15
Properties=species:S:1:pos:R:3:forces:R:3
C -1.359 -0.803 1.443 -0.06 -0.01 0.18
O -1.230 -0.281 0.112 0.21 -0.18 -0.32
C -0.318 -0.877 -0.618 -0.39 0.33 -0.19
C -0.233 -0.156 -1.935 -0.03 -0.12 -0.02
C 1.593 1.006 0.525 0.06 0.08 0.02
H -2.278 -0.381 1.857 0.16 -0.11 -0.04
H -0.490 -0.465 2.016 -0.21 -0.12 0.00
H -1.394 -1.895 1.413 0.01 0.21 0.02
H 1.219 0.017 0.268 0.25 -0.05 0.15
H -0.724 0.826 -1.995 0.01 -0.22 0.13
H -0.722 -0.858 -2.621 0.01 0.11 -0.15
H 0.808 -0.078 -2.273 -0.22 -0.12 0.16
H 2.390 1.252 -0.179 -0.04 0.12 0.17
H 1.971 0.974 1.549 0.03 0.14 -0.14
H 0.768 1.719 0.438 0.20 -0.05 0.04
```
Forces are in eV/Å.

Summary:
Energy above the lowest of the compared OMol25 structures with the same formula, charge and spin (kJ/mol): 311.7
E_LUMO (eV): 1.1
Orbital gap (Ha): 0.3475
Highest occupied orbital energy (eV): -8.34

---

Record 2
Density functional theory data (ωB97M-V/def2-TZVPD) for the molecule C4H10O at a distorted geometry.

```
15
Properties=species:S:1:pos:R:3:forces:R:3
C -1.557 -0.708 -0.106 -0.18 -0.97 -2.42
C -0.256 -0.051 -0.513 0.09 0.75 5.03
C -0.252 1.386 0.026 2.53 -1.71 0.75
C 1.021 -0.602 0.226 -1.10 -1.57 -0.94
O 2.142 -0.086 -0.430 4.40 0.12 3.31
H -1.402 -1.798 -0.096 -0.61 0.05 -0.66
H -1.785 -0.519 0.887 -0.52 0.84 2.00
H -2.429 -0.339 -0.764 1.31 -0.91 0.97
H -0.110 -0.044 -1.517 0.60 -0.27 -3.02
H -0.290 1.300 1.138 -0.35 0.47 -0.79
H -0.991 1.977 -0.385 -1.44 1.54 -0.72
H 0.783 1.662 -0.240 -0.64 1.05 0.19
H 1.115 -1.710 0.106 -0.56 0.44 0.62
H 1.123 -0.271 1.280 -0.97 -0.54 -0.31
H 2.887 -0.198 0.389 -2.57 0.71 -4.01
```
Forces are in eV/Å.

Summary:
Energy above the lowest of the compared OMol25 structures with the same formula, charge and spin (kJ/mol): 163.4
E_LUMO (eV): 0.8
Orbital gap (Ha): 0.3942
Highest occupied orbital energy (eV): -9.91
Structure (SMILES): CC(C)CO

---

Record 3
Density functional theory data (ωB97M-V/def2-TZVPD) for the molecule C4H10O.

```
15
Properties=species:S:1:pos:R:3:forces:R:3
C -0.560 -1.767 -0.702 0.01 -0.07 -0.01
C 0.053 -0.377 -0.865 0.01 0.06 -0.03
C 0.291 0.303 0.485 0.21 0.04 -0.19
C 0.531 1.806 0.379 0.02 0.04 -0.02
O -0.866 0.071 1.283 -0.01 -0.01 0.33
H -1.473 -1.703 -0.105 0.12 -0.05 -0.16
H 0.126 -2.445 -0.179 -0.07 0.09 -0.09
H -0.807 -2.212 -1.671 0.09 0.05 0.09
H 1.009 -0.439 -1.401 -0.15 0.06 0.09
H -0.606 0.253 -1.477 0.02 -0.07 0.13
H 1.167 -0.174 0.956 -0.17 0.04 -0.02
H 1.470 2.050 -0.130 -0.12 -0.11 0.02
H -0.295 2.277 -0.164 0.11 -0.08 0.07
H 0.564 2.248 1.382 0.05 -0.05 -0.15
H -0.602 0.110 2.208 -0.12 0.08 -0.06
```
Forces are in eV/Å.

Summary:
Energy above the lowest of the compared OMol25 structures with the same formula, charge and spin (kJ/mol): 20.8
E_LUMO (eV): 1.0
Orbital gap (Ha): 0.4137
Highest occupied orbital energy (eV): -10.28
Structure (SMILES): CC[C@@H](C)O

---

Record 4
Density functional theory data (ωB97M-V/def2-TZVPD) for a cluster of 2 separate species, C4H10O in total at a distorted geometry.

```
15
Properties=species:S:1:pos:R:3:forces:R:3
C 2.228 -1.211 1.590 -0.96 -1.22 -0.46
C 2.041 -0.196 0.765 1.10 0.49 0.53
O 2.949 0.151 -0.244 -1.04 -0.26 0.41
H 1.384 -1.481 2.225 0.39 0.31 0.27
H 2.963 -2.004 1.444 0.15 0.47 0.04
H 1.248 0.510 0.976 -0.01 0.17 -0.41
H 2.810 -0.542 -0.894 0.42 0.04 -0.34
C -1.342 0.780 -0.197 0.31 -1.61 -1.63
C -2.478 0.460 -1.166 -2.74 1.05 -0.58
H -1.594 0.762 0.860 -0.21 0.19 -0.07
H -0.697 -0.088 -0.412 0.52 0.51 0.64
H -0.810 1.682 -0.511 -0.17 -0.07 0.34
H -2.977 -0.511 -1.179 0.82 -0.53 0.72
H -2.330 0.619 -2.242 0.91 0.18 0.29
H -3.393 1.069 -1.016 0.51 0.27 0.27
```
Forces are in eV/Å.

Summary:
Energy above the lowest of the compared OMol25 structures with the same formula, charge and spin (kJ/mol): 178.0
E_LUMO (eV): 0.9
Orbital gap (Ha): 0.3924
Highest occupied orbital energy (eV): -9.79
Structure (SMILES): C=CO.CC

---

Record 5
Density functional theory data (ωB97M-V/def2-TZVPD) for the molecule C4H10O2 at a distorted geometry.

```
16
Properties=species:S:1:pos:R:3:forces:R:3
C 2.986 -0.131 0.009 0.28 -0.10 0.02
O 1.747 0.501 -0.178 -0.05 0.08 -0.03
C 0.681 -0.257 0.344 -0.28 -0.09 0.07
C -0.625 0.495 0.076 -0.01 0.16 0.12
O -1.581 -0.438 -0.385 -0.03 0.06 0.18
C -2.879 0.008 -0.576 -2.43 -1.27 3.37
H 3.745 0.488 -0.476 -0.10 -0.10 0.09
H 3.235 -0.233 1.077 -0.06 0.02 -0.15
H 3.000 -1.135 -0.446 -0.02 0.16 0.06
H 0.625 -1.241 -0.148 -0.02 0.16 0.02
H 0.834 -0.435 1.422 -0.05 0.05 -0.18
H -1.007 0.979 0.985 0.14 0.04 -0.05
H -0.438 1.263 -0.685 -0.01 -0.05 0.09
H -3.658 -0.131 0.428 1.58 -2.20 -0.96
H -3.308 0.908 -0.148 1.36 2.22 -2.28
H -3.356 -0.642 -1.297 -0.30 0.86 -0.39
```
Forces are in eV/Å.

Summary:
Energy above the lowest of the compared OMol25 structures with the same formula, charge and spin (kJ/mol): 361.7
E_LUMO (eV): 1.0
Orbital gap (Ha): 0.3701
Highest occupied orbital energy (eV): -9.04
Structure (SMILES): COCCOC

---

Record 6
Density functional theory data (ωB97M-V/def2-TZVPD) for the molecule C4H10O2 at a distorted geometry.

```
16
Properties=species:S:1:pos:R:3:forces:R:3
C -1.514 -1.437 -0.045 -0.60 1.70 0.66
O -0.430 -0.707 -0.607 -1.12 -0.73 -0.83
C 0.165 0.337 0.118 0.02 -0.88 1.61
C -0.490 1.727 -0.102 1.19 -0.34 0.75
C 1.622 0.172 -0.300 1.28 0.84 0.47
O 2.217 -1.105 -0.037 -3.40 -1.35 4.68
H -1.872 -2.203 -0.754 0.23 0.64 0.26
H -2.342 -0.712 0.282 0.74 -1.10 -0.70
H -1.179 -1.907 0.876 0.06 -0.39 0.21
H 0.055 0.098 1.259 0.38 0.34 -1.52
H 0.219 2.462 0.421 -1.24 -0.72 -0.82
H -1.453 1.665 0.475 0.70 0.58 -1.05
H -0.554 1.949 -1.203 -0.28 -0.09 1.22
H 2.283 0.982 0.145 -0.79 -0.70 -0.55
H 1.660 0.167 -1.376 -0.08 0.81 -0.58
H 1.612 -1.488 0.847 2.89 1.40 -3.83
```
Forces are in eV/Å.

Summary:
Energy above the lowest of the compared OMol25 structures with the same formula, charge and spin (kJ/mol): 226.1
E_LUMO (eV): 0.9
Orbital gap (Ha): 0.3956
Highest occupied orbital energy (eV): -9.84
Structure (SMILES): CO[C@H](C)CO

---

Record 7
Density functional theory data (ωB97M-V/def2-TZVPD) for a cluster of 2 separate species, C4H10O2 in total.

```
16
Properties=species:S:1:pos:R:3:forces:R:3
O -0.017 -0.616 -1.556 -0.13 0.08 -0.07
C 0.864 -0.806 -0.475 0.33 -0.12 0.27
C 1.550 0.464 0.033 -0.36 -0.12 0.16
O 2.754 0.611 -0.694 0.25 0.29 0.01
H -0.879 -0.400 -1.176 0.18 0.04 -0.14
H 0.367 -1.315 0.364 0.05 0.08 -0.19
H 1.660 -1.461 -0.838 -0.01 -0.04 0.09
H 1.753 0.366 1.114 0.01 -0.04 -0.22
H 0.890 1.336 -0.103 0.11 -0.21 -0.05
H 3.213 1.395 -0.374 -0.02 -0.07 -0.10
C -2.450 -0.352 0.327 0.02 0.14 0.14
C -1.617 0.498 0.921 -0.18 -0.09 -0.02
H -3.079 -0.044 -0.505 0.06 -0.02 0.13
H -2.519 -1.393 0.632 -0.03 0.17 0.01
H -1.509 1.525 0.582 -0.13 -0.12 0.09
H -0.980 0.192 1.748 -0.14 0.04 -0.11
```
Forces are in eV/Å.

Summary:
Energy above the lowest of the compared OMol25 structures with the same formula, charge and spin (kJ/mol): 198.6
E_LUMO (eV): 0.9
Orbital gap (Ha): 0.4025
Highest occupied orbital energy (eV): -10.08
Structure (SMILES): OCCO.C=C

---

Record 8
Density functional theory data (ωB97M-V/def2-TZVPD) for the molecule C4H10O2.

```
16
Properties=species:S:1:pos:R:3:forces:R:3
C -2.165 -0.506 -0.125 -0.08 -0.06 -0.03
C -0.969 0.133 0.585 0.03 0.07 0.02
C 0.387 -0.391 0.089 -0.02 0.13 0.33
O 0.308 -0.740 -1.278 0.25 -0.06 -0.12
C 1.442 0.694 0.251 -0.33 0.11 0.19
O 2.639 0.242 -0.362 0.26 0.15 0.03
H -3.009 0.188 -0.169 0.08 -0.13 0.10
H -1.882 -0.757 -1.148 -0.17 0.04 0.10
H -2.502 -1.422 0.369 0.08 0.09 -0.06
H -1.001 1.220 0.433 0.01 -0.15 -0.06
H -1.025 -0.024 1.670 0.00 0.05 -0.18
H 0.682 -1.278 0.674 -0.02 0.12 -0.08
H 1.227 -0.882 -1.544 -0.16 0.04 -0.15
H 1.596 0.916 1.317 0.00 -0.03 -0.13
H 1.067 1.599 -0.249 0.11 -0.13 0.05
H 3.204 1.009 -0.515 -0.03 -0.23 -0.01
```
Forces are in eV/Å.

Summary:
Energy above the lowest of the compared OMol25 structures with the same formula, charge and spin (kJ/mol): 73.7
E_LUMO (eV): 0.8
Orbital gap (Ha): 0.4014
Highest occupied orbital energy (eV): -10.14
Structure (SMILES): CC[C@@H](O)CO